Record 1
ORCA calculation (ωB97M-V/def2-TZVPD) on a structure of composition C47H40ClN5O5P3RuSe2 at a distorted geometry.

Summary:
E_HOMO (spin up / spin down)   -5.39 / -7.71 eV
E   -8846.8071 hartree
Maximum force   0.069 hartree/bohr
Lowest unoccupied orbital energy (spin up / spin down)   -0.7 / -1.8 eV
⟨S²⟩   8.792
Gap between HOMO and LUMO (spin up / spin down)   0.1733 / 0.2171 Ha
Spin multiplicity   6

The geometry in XYZ format:
```
104
Properties=species:S:1:pos:R:3:forces:R:3
C -6.077717 -3.261360 2.608917 -0.086 0.263 -0.007
H 0.818236 -4.064213 0.920933 0.192 0.120 0.139
H 1.550319 -2.979114 -6.039519 0.263 -0.033 0.224
H 1.246649 2.408390 4.181178 -0.592 0.320 -0.472
C -1.621302 -1.921492 0.517688 -0.191 -0.014 0.796
N -2.381644 -1.060945 1.286976 1.554 -0.428 -0.850
H -2.727004 -3.049668 3.212550 -0.211 -0.194 -0.095
C 0.557677 2.668753 3.342979 0.928 -0.330 0.041
H 1.130420 -1.285278 -4.346263 -0.249 -0.348 -0.041
C -2.820941 6.934939 -1.050184 -0.200 -0.767 0.518
H 0.854159 -4.293018 -1.343231 0.109 -0.361 -0.278
Cl -4.240143 4.198174 -3.120038 -0.951 -0.029 -0.457
H -4.944142 -2.932570 4.419530 0.033 0.127 -0.120
N -1.858501 0.132296 1.156536 0.422 -0.182 -0.449
H -1.569114 -7.218934 3.935719 0.205 0.543 -0.125
H -0.300064 7.323649 -3.291126 -0.052 0.006 0.339
C -0.826754 5.468531 -2.340609 0.505 0.508 -1.226
C 0.883618 -2.678979 -2.710591 0.234 -0.661 -0.564
H 2.090159 -5.419722 2.601448 -0.205 -0.090 -0.056
C -1.042083 0.008439 -2.854400 -0.815 3.300 0.823
C 2.848229 -1.968729 0.260693 -0.314 0.948 -0.897
C -0.619591 -1.179992 -0.124670 -0.310 -0.256 0.430
Se -2.035144 -4.473821 -1.459423 -0.296 0.432 1.231
H -7.049841 -3.143148 3.107317 0.500 -0.192 -0.172
H 5.254046 0.032661 -2.077622 0.012 -0.257 0.304
C -1.968945 7.604287 -1.920476 0.664 -0.340 -0.642
H 0.787986 -0.030602 3.060619 -0.069 0.109 0.020
H 2.200961 -2.563509 0.904688 0.126 0.293 -0.150
C -6.058876 -3.466927 1.217250 -0.052 0.518 0.044
C -1.768818 1.278383 -2.574343 0.945 -0.711 0.702
H 1.925987 -5.406585 -5.403913 -0.220 0.449 0.311
C 1.020199 5.265853 0.377780 -0.258 -0.445 -0.872
C 4.685646 3.910862 3.344202 -0.068 -0.888 -0.580
O -1.109269 4.451950 1.235355 2.848 -0.386 -1.367
H -6.973292 -3.494426 0.624429 0.077 -0.043 0.390
C -1.820531 4.805722 -1.664991 -1.372 -0.229 0.793
H -3.580774 5.058484 -0.380280 -0.031 -0.379 0.330
O -5.136203 1.489268 -3.992920 -1.408 -0.517 -0.574
H 1.414369 -6.008798 -2.956742 0.291 -0.038 -0.302
H -2.853235 -5.686191 2.387730 0.420 -0.171 0.300
H 2.541570 3.996566 3.655418 0.562 -0.237 -0.299
C -4.152147 0.854885 -3.757014 1.905 0.325 0.491
C 4.626127 -0.538833 -1.391487 0.089 0.307 -0.290
C 3.067704 2.604906 2.085199 -0.160 -0.056 -0.685
H 6.744233 3.707183 2.777608 0.015 -0.246 -0.119
Ru -0.029647 2.198696 -0.095757 -0.452 -0.663 0.245
C -1.767501 -5.631093 2.491731 0.681 0.286 -0.854
C 1.486727 -3.297034 -5.000466 0.070 -0.042 -0.207
C -3.174491 2.992577 -2.650484 0.639 -1.013 -0.008
H 4.536209 -2.304782 1.504599 -0.131 0.315 -0.764
C 3.270992 -0.605497 -1.700548 -0.559 0.047 -0.192
H 6.170722 -1.030155 0.069618 -0.749 -0.122 -0.223
O -3.890426 -0.403283 -4.115345 0.662 0.603 0.129
C 1.163978 -2.334844 -4.050883 -0.372 0.770 0.557
H 2.906501 -0.120140 -2.608480 0.134 -0.099 0.296
C 4.115142 2.021452 1.357418 -0.079 -0.523 0.233
H 3.856885 1.147327 0.708029 0.599 1.067 0.397
C -0.048644 4.183420 0.619789 -2.719 0.972 2.033
H -0.346512 2.095400 3.472585 -0.542 0.038 -0.002
H 6.187217 1.938681 0.964399 0.297 0.209 0.101
H 1.576323 -0.433926 1.542197 -0.050 0.117 0.086
C -4.895357 -3.103483 3.350076 -0.076 -0.251 -0.797
H 2.580145 0.161731 2.876029 -0.741 0.182 -0.211
C 1.588053 0.257094 2.381206 0.504 -0.113 -0.319
H 4.888536 4.554717 4.195945 0.045 0.075 -0.308
C 2.355500 -1.260332 -0.871355 0.318 -0.400 0.581
C 0.328363 -6.331039 3.464277 1.095 0.157 -0.873
O -1.490899 -0.992003 -3.408274 -0.469 -0.874 -0.495
H -2.888137 -0.666872 -3.937423 -1.415 0.243 0.168
H 0.340747 3.748567 3.305316 0.061 -0.560 0.011
H 1.658017 5.384780 1.268807 -0.239 -0.077 -0.241
C -3.662752 -3.212121 2.681355 -1.483 -0.069 1.116
C -3.086754 1.619372 -2.999127 0.763 1.258 0.182
P 1.336142 1.992466 1.780218 -0.223 0.288 3.113
Se 2.044785 2.296751 -0.889941 2.163 -0.146 -2.144
N -1.185973 2.349619 -1.876470 -0.364 -0.585 -0.469
C 5.112833 -1.120011 -0.233027 -0.559 -0.288 0.399
H 0.476623 6.199214 0.149851 0.348 -0.258 0.244
O 0.240578 0.043344 -2.402651 1.470 -2.062 1.274
H 0.004587 4.902714 -2.816090 -0.867 0.416 0.171
C 1.651325 -4.642136 -4.666310 -0.423 -0.007 1.022
C 1.059010 -4.016085 -2.373040 -0.056 -0.149 0.018
C -3.691126 -3.532013 1.345142 0.138 0.238 -1.130
H 0.927688 -6.955035 4.155311 -0.589 0.463 -0.475
C 5.735455 3.365314 2.576200 -1.071 0.254 -0.069
P -2.097816 -3.678871 0.568393 0.468 -0.391 -2.612
N -0.819546 0.111253 0.325429 0.167 0.220 -0.166
C 4.184964 -1.826480 0.566734 1.205 -0.524 0.990
C 3.352717 3.536778 3.073801 0.324 0.618 0.248
H 1.655823 4.957728 -0.494049 -0.493 0.458 0.897
H -4.770223 -3.717641 -0.549049 -0.056 0.147 0.909
C 5.434058 2.436116 1.559627 -0.527 -0.182 0.520
C 1.003169 -5.483431 2.555206 0.248 0.059 0.756
C 1.417024 -4.989161 -3.324909 -0.204 0.531 0.262
C -0.970425 6.856115 -2.570997 0.072 -0.084 0.630
N -2.074119 3.391605 -1.952847 -0.910 -0.163 -0.150
C -4.850341 -3.545443 0.544573 0.516 -0.832 0.510
H -3.590209 7.456606 -0.488460 0.128 0.108 -0.161
C -1.042354 -6.446859 3.356542 -0.817 -0.536 0.364
C -2.783615 5.541012 -0.906206 1.128 0.345 -1.688
P 0.639225 -1.403279 -1.414556 -0.455 1.845 -1.802
H -2.088006 8.679499 -2.134502 0.098 -0.702 0.214
C 0.316926 -4.668807 1.662468 -0.446 -0.770 0.115
C -1.070335 -4.745421 1.635476 -1.000 0.415 1.030
```
Forces are in eV/Å.



Record 2
ORCA calculation (ωB97M-V/def2-TZVPD) on a structure of composition C47H40N3O4RhSiTe at a distorted geometry.

Summary:
E_HOMO (spin up / spin down)   -7.75 / -7.75 eV
E   -2948.1672 hartree
Maximum force   0.042 hartree/bohr
Lowest unoccupied orbital energy (spin up / spin down)   -1.5 / -1.5 eV
Gap between HOMO and LUMO (spin up / spin down)   0.2312 / 0.2312 Ha

The geometry in XYZ format:
```
97
Properties=species:S:1:pos:R:3:forces:R:3
H -2.703845 0.451746 -0.124750 -0.018 -0.024 -0.003
Rh 0.140839 -1.001004 0.155020 1.061 0.023 -1.854
H -1.826780 2.583808 -1.725853 -0.011 0.017 -0.019
N -1.428843 -2.279100 -1.830093 0.687 -0.191 -0.358
H -1.442185 -0.572955 6.568720 0.002 0.002 0.002
H 6.616678 1.292472 1.859442 0.002 0.006 0.005
H 3.712890 -3.115001 -1.852127 0.032 0.002 0.024
C -1.568787 1.818662 4.173130 0.000 -0.023 0.014
C 1.503550 -3.655777 2.328500 0.025 -0.006 0.005
C -1.519917 1.252034 5.441887 0.006 0.000 -0.005
H 2.757186 0.556326 -7.778318 -0.030 -0.007 0.012
C 1.770554 -2.295126 2.501130 0.024 -0.070 -0.042
H -1.610709 2.893882 4.059221 -0.005 0.018 -0.002
C 4.487298 1.441734 2.174700 0.038 0.023 -0.014
C -0.879453 4.326656 1.573432 -0.026 -0.019 0.007
C -4.588367 -0.342229 -0.750030 -0.021 -0.016 0.023
C -1.556645 1.010105 3.048507 -0.084 0.005 -0.004
C 2.283920 2.309359 1.547860 0.027 -0.011 0.019
H 2.584937 -1.588009 -6.578623 0.038 0.003 0.006
C 1.456605 3.556309 1.468822 0.062 -0.063 0.008
C -2.522715 3.781414 -0.087131 -0.007 -0.006 -0.015
H 6.130797 1.181356 3.547503 0.000 0.007 -0.006
C -5.481494 -1.401681 -0.656964 0.001 -0.003 -0.004
C -1.561244 3.074794 -0.799301 0.022 0.005 0.010
C 1.894965 0.519366 -4.019892 0.006 0.027 0.001
C 5.912080 1.677371 2.599662 0.012 -0.005 0.006
H 0.926163 -4.514476 5.550109 -0.011 0.006 -0.005
O -0.501332 -0.212221 -1.798439 -0.477 0.064 1.596
C -3.393821 -0.385883 -0.047828 -0.019 0.075 0.108
O 1.900461 4.589982 1.930491 -0.028 0.067 0.034
H -5.873490 -3.325743 0.208667 -0.001 0.005 -0.002
C 2.308473 1.745262 -6.049411 -0.016 -0.008 -0.007
N 2.325271 -2.037946 0.174010 -0.584 0.090 -0.003
C 3.613289 2.488070 1.946119 -0.020 -0.005 0.011
H 4.649734 -0.703754 2.188694 -0.008 0.006 -0.013
C 2.188077 -1.455810 1.335150 0.297 -0.179 0.135
H 1.819899 2.655983 -4.166589 0.033 -0.015 0.002
C -1.492240 -0.381527 3.172757 0.110 0.043 -0.051
C 2.116703 -0.683898 -4.687253 -0.038 0.077 -0.017
H 1.541650 -4.074833 1.331428 0.008 0.003 0.013
C 1.404254 -2.538815 4.869295 0.035 -0.016 -0.021
H -1.403094 -2.011647 4.573482 0.010 0.034 -0.007
H 4.019605 -1.059645 -0.461325 -0.069 0.104 -0.006
H 3.943070 3.508758 2.095368 0.004 -0.005 -0.002
C 1.706867 -1.739208 3.775139 -0.029 -0.005 0.002
H -3.536813 3.844904 -0.462876 0.011 -0.008 0.007
C -2.274950 -0.689044 -3.282911 -0.011 0.132 -0.073
H 1.615378 0.516075 -2.974778 -0.039 -0.012 0.005
C 2.417911 -0.659931 -6.046325 0.023 0.012 0.008
C 2.696587 -0.073066 1.600431 0.101 -0.033 -0.131
H -1.521831 1.887075 6.319178 -0.005 -0.002 -0.006
C 1.153587 -3.890151 4.695196 0.010 -0.003 0.016
C -3.975612 -2.544943 0.829808 0.014 -0.021 -0.071
H 2.570444 -0.348251 -1.113418 -0.049 -0.050 -0.071
C -2.125317 0.583989 -3.804520 -0.012 -0.044 -0.089
H -1.247587 -2.908426 2.238616 -0.038 0.007 -0.074
H 4.165257 -1.629720 -2.676830 0.029 -0.013 0.041
C -0.265545 2.974316 -0.316363 -0.015 -0.012 -0.002
C -1.453290 -0.934625 4.453466 -0.064 -0.019 -0.014
H 0.989350 -5.498847 3.280376 0.004 0.004 -0.001
C 3.040880 -1.312716 -0.889431 0.092 0.006 0.106
C 1.812707 0.993928 1.363099 -0.161 -0.058 0.058
H 1.359896 -2.097854 5.856829 -0.005 -0.001 -0.007
C 3.354840 -2.128667 -2.146544 -0.098 0.014 0.246
H 1.884976 -0.680105 3.911958 0.016 -0.006 -0.004
C -3.891748 0.106585 -5.366738 -0.028 0.019 -0.025
C -1.471152 -0.126144 5.582564 -0.010 0.008 0.004
H -0.589333 4.825419 2.489469 0.005 0.006 -0.014
H -4.520392 0.412902 -6.192772 -0.003 0.002 0.019
O 0.575208 0.713004 1.017996 -0.024 0.423 -0.066
Si -1.474718 -1.540938 1.712570 0.077 0.053 0.042
C 1.194742 -4.445259 3.419749 0.004 -0.001 -0.014
H -6.414488 -1.372681 -1.206153 0.004 0.002 0.010
C -3.069192 -1.487192 0.750985 0.017 0.119 -0.053
C 3.999637 0.146951 2.000124 -0.035 -0.049 0.040
C 0.076027 3.585828 0.884797 -0.014 0.001 -0.025
H -3.740491 -3.414951 1.433410 -0.002 0.011 -0.010
H -1.588168 1.473341 2.069096 0.033 -0.011 0.013
C -2.179377 4.414511 1.098644 -0.001 0.010 0.003
H 2.384705 2.687472 -6.577411 0.004 -0.014 0.005
N -1.392708 -1.081415 -2.223375 -0.120 -0.203 -0.455
C -3.225457 -1.574969 -3.773900 -0.048 0.066 0.005
H 6.108454 2.741376 2.725200 -0.001 -0.006 0.002
Te 1.917285 -2.530747 -3.691204 -0.199 0.080 0.206
C -2.942113 0.976293 -4.856956 0.016 0.017 0.032
H -2.824651 1.965702 -5.279360 -0.001 -0.009 -0.002
H -2.920082 4.981147 1.648930 0.004 -0.022 -0.001
H -4.773730 -1.845268 -5.216233 -0.003 0.007 0.008
H 0.471914 2.411586 -0.874297 0.001 -0.025 0.047
O -0.517577 -2.574444 -0.976345 -0.560 -0.307 0.737
H -3.330671 -2.555996 -3.336691 0.007 -0.008 -0.008
C -4.032278 -1.163614 -4.820496 0.018 -0.034 0.019
C 2.510970 0.549762 -6.723550 0.015 -0.012 0.007
H -4.822467 0.514973 -1.369884 0.009 -0.008 -0.010
C 1.999746 1.727759 -4.696149 -0.015 -0.025 0.005
C -5.176944 -2.499886 0.136094 -0.006 -0.008 -0.035
H -1.362674 1.235785 -3.407390 0.015 -0.012 -0.018
```
Forces are in eV/Å.